This record from the Open Molecules 2025 dataset describes one molecule with the formula C8H11N at a distorted geometry. The level of theory is ωB97M-V with the def2-TZVPD basis set.

Results
E_LUMO	1.08	eV
ΔE to the lowest compared entry with this formula, charge and spin	3.168	eV
SMILES	C=N[C@@]12C=CCC[C@@H]1C2
highest occupied orbital energy	-0.314	Ha
orbital gap	9.6313	eV
F_max	5.684	eV/Å

Last column: Mulliken charge in e.
Cartesian coordinates (Å):
1 C -3.17288 -0.84517 -0.09273  -0.32
2 N -2.20722 -0.38708 -0.76062  -0.46
3 C -0.69832 -0.15052 0.18632  0.78
4 C -0.03830 -1.40805 0.19320  -0.60
5 C 1.17771 -1.58340 -0.38788  -0.67
6 C 1.94169 -0.35871 -0.87349  -0.46
7 C 1.55525 0.81814 -0.06058  -0.88
8 C 0.05982 1.12480 -0.16703  -0.22
9 C -0.75666 0.96389 1.12858  -0.78
10 H -4.14724 -0.99716 -0.72719  0.25
11 H -3.18994 -0.83283 1.00459  0.27
12 H -0.74201 -1.99697 0.66366  0.49
13 H 1.74413 -2.44462 -0.34274  0.47
14 H 3.00301 -0.70712 -0.68382  0.34
15 H 1.82583 -0.33985 -1.98619  0.29
16 H 1.85402 0.70963 0.95212  0.31
17 H 1.96812 1.79655 -0.42857  0.30
18 H -0.24166 1.56882 -1.18176  0.31
19 H -0.13938 0.87547 2.05241  0.20
20 H -1.45387 1.71940 1.24115  0.39

This record from the Open Molecules 2025 dataset describes C29H29MnN5O2S2Te as an isolated structure at a distorted geometry. The level of theory is ωB97M-V with the def2-TZVPD basis set.

Results
E_LUMO	-11.08	eV
ΔE to the lowest compared entry with this formula, charge and spin	2.650	eV
highest occupied orbital energy	-0.611	Ha
orbital gap	5.5583	eV
net charge	+3
F_max	6.704	eV/Å

Last column: Mulliken charge in e.
Cartesian coordinates (Å):
1 Mn -2.03851 -1.64117 1.52245  -0.42
2 N -1.53999 -3.94534 3.77512  -0.27
3 C -1.98628 -2.80628 4.21048  0.67
4 N -2.62461 -2.01971 3.39370  0.04
5 C -3.20543 -0.86822 4.08412  -0.11
6 C -3.12301 -0.93549 5.42217  -0.01
7 S -2.14953 -2.27688 5.92383  -0.05
8 C -3.69921 0.02119 3.08401  -0.36
9 C -4.49448 1.06769 3.16032  0.10
10 S -4.65115 1.69130 1.52858  -0.05
11 C -3.76490 0.38679 0.74517  0.29
12 N -3.34336 -0.32184 1.80366  0.39
13 N -3.74536 0.06552 -0.52188  -0.10
14 H -1.55333 -4.07886 2.79007  0.15
15 H -1.17544 -4.58316 4.45516  0.24
16 H -3.44710 -0.17740 6.15599  0.42
17 H -4.93330 1.71063 4.01295  0.39
18 H -3.09971 0.54955 -1.06854  -0.04
19 H -4.26532 -0.69026 -0.82565  0.21
20 C 5.58939 -0.89654 -0.65684  -1.87
21 C 4.16571 -0.80818 -1.05659  0.63
22 C 3.73641 0.42539 -1.50027  -0.60
23 C 2.41566 0.58454 -2.00178  0.39
24 C 1.96054 1.93782 -2.85634  -1.31
25 C 1.53022 -0.54866 -1.84380  0.49
26 Te -0.57594 -0.50944 -1.77042  0.84
27 N -0.95185 -0.64609 0.25490  -0.51
28 C -0.00953 -0.72116 1.28841  0.80
29 O -0.54115 -1.35699 2.34180  -0.24
30 C 1.23280 0.00702 1.42138  1.31
31 C 1.12061 1.39088 1.56243  -0.01
32 C 2.25538 1.97366 2.12085  -0.98
33 C 3.35861 1.30513 2.29433  -0.74
34 C 3.33851 -0.20710 2.26363  -0.79
35 C 2.21381 -0.77602 1.85342  -0.33
36 C -1.21163 1.50228 -2.18167  0.33
37 C -1.44029 2.54855 -1.33493  0.02
38 C -2.04822 3.68079 -1.75553  -0.95
39 C -2.34813 3.73776 -3.11171  -0.77
40 C -2.05558 2.68636 -3.98250  -0.98
41 C -1.49926 1.50056 -3.53953  0.93
42 C -1.31941 0.40005 -4.52151  -1.76
43 C 1.99373 -1.86459 -1.54423  0.38
44 C 1.32927 -3.14275 -1.92333  -1.59
45 C 3.35437 -1.90290 -1.21428  -0.44
46 H 5.70964 -1.56428 0.15114  0.47
47 H 5.95333 0.08408 -0.34530  0.44
48 H 6.20747 -1.25244 -1.55216  0.37
49 H 4.41735 1.36350 -1.46250  0.30
50 H 1.57368 2.69221 -2.11798  0.30
51 H 1.18946 1.80076 -3.58580  0.27
52 H 2.93833 2.44424 -3.11404  0.47
53 H 0.15449 1.82198 1.34124  0.47
54 H 2.00984 2.94573 2.39085  0.63
55 H 4.27761 1.73453 2.75727  0.45
56 H 4.32775 -0.65791 2.39899  0.44
57 H 1.95268 -1.83718 1.65782  0.36
58 H -1.21858 2.57615 -0.23085  0.26
59 H -2.23050 4.44132 -1.10268  0.68
60 H -2.80334 4.63344 -3.52658  0.43
61 H -2.16441 2.95897 -5.02848  0.45
62 H -0.25493 0.23368 -4.62046  0.45
63 H -1.69595 0.72595 -5.45464  0.54
64 H -1.77369 -0.58854 -4.16697  0.30
65 H 0.78563 -3.65482 -1.16806  0.34
66 H 2.00254 -3.85051 -2.36648  0.50
67 H 0.63480 -2.87063 -2.81220  0.29
68 H 3.74811 -2.83259 -0.91477  0.56
69 O -2.49536 -2.79608 0.61509  -0.51

This record from the Open Molecules 2025 dataset describes a 3-piece molecular cluster, CH7NO3 overall at a distorted geometry. The level of theory is ωB97M-V with the def2-TZVPD basis set.

Results
E_LUMO (alpha / beta)	-5.51 / -10.51	eV
ΔE to the lowest compared entry with this formula, charge and spin	1.653	eV
highest occupied orbital energy (alpha / beta)	-0.558 / -0.556	Ha
orbital gap (alpha / beta)	9.6823 / 4.6282	eV
net charge	+1
F_max	7.051	eV/Å
2S+1	2

Last column: Mulliken charge in e.
Cartesian coordinates (Å):
1 C -1.44189 0.69351 0.85236  0.32
2 N -0.64887 1.43507 -0.01423  -0.35
3 O -1.38214 -0.43738 1.28953  -0.13
4 H -2.36470 1.22178 1.19728  0.38
5 H 0.15577 0.93393 -0.63798  0.34
6 H -0.26205 2.36391 -0.35001  0.37
7 H 2.38374 -0.28887 -2.09259  0.34
8 H 1.13575 -1.04348 -1.84042  0.32
9 O 1.48855 -0.30159 -2.42944  -0.67
10 H 0.39078 -0.71051 1.21334  0.30
11 H 1.85911 -1.19472 1.27343  0.34
12 O 1.13047 -1.19711 0.66771  -0.57

This record from the Open Molecules 2025 dataset describes C4H2InO as an isolated structure at a distorted geometry. The level of theory is ωB97M-V with the def2-TZVPD basis set.

Results
E_LUMO (alpha / beta)	-7.97 / -8.21	eV
ΔE to the lowest compared entry with this formula, charge and spin	0.884	eV
highest occupied orbital energy (alpha / beta)	-0.498 / -0.485	Ha
orbital gap (alpha / beta)	5.5874 / 4.9877	eV
net charge	+1
F_max	8.731	eV/Å

Last column: Mulliken charge in e.
Cartesian coordinates (Å):
1 C -1.17795 0.45470 1.11912  -0.39
2 C -1.58558 0.03444 -0.03010  0.04
3 H -2.29914 -0.40740 -0.71830  0.38
4 O 0.88912 -1.73713 0.11876  -0.36
5 C 1.04326 -0.50885 0.02156  0.62
6 C -0.03869 0.44859 -0.04172  -0.29
7 H 0.24188 1.42288 -0.46942  0.36
8 In 2.92710 0.29277 0.00010  0.65

This record from the Open Molecules 2025 dataset describes a 4-piece molecular cluster, C46H92BrFNO19P3S overall at a distorted geometry. The level of theory is ωB97M-V with the def2-TZVPD basis set.

Results
E_LUMO	0.28	eV
SMILES	CCCCCCC[C@@H](O[C@@H](Cc1ccc(C)cc1)S(=O)(=O)F)[C@@H](O[C@H](C[C@H](C)Br)OC[C@@H](C)O)N(C)C(C)=O.CCOP(=O)(OCC)OCC.CCOP(=O)(OCC)OCC.CCOP(=O)(OCC)OCC
highest occupied orbital energy	-0.331	Ha
orbital gap	9.2805	eV
F_max	6.383	eV/Å

Last column: Mulliken charge in e.
Cartesian coordinates (Å):
1 C 7.05372 2.04923 4.60118  -1.39
2 C 6.37196 0.79434 4.01822  0.05
3 C 5.09199 0.47282 4.79251  -0.89
4 C 4.43820 -0.83231 4.31386  -0.74
5 C 3.75754 -0.59695 2.95156  1.73
6 C 3.70805 -1.87784 2.07798  0.11
7 C 2.48149 -2.06885 1.18304  -1.09
8 C 1.11519 -1.94740 1.88743  -0.63
9 O 1.31730 -2.16134 3.29538  0.39
10 C 0.78403 -3.33983 3.81351  0.29
11 C 1.32927 -4.70803 3.39343  -2.28
12 C 2.81221 -4.99542 3.37922  0.61
13 C 3.41449 -5.22913 2.13982  -0.20
14 C 4.76373 -5.52328 2.00615  -1.13
15 C 5.59024 -5.62864 3.12189  1.07
16 C 7.05227 -5.97585 3.05430  -1.50
17 C 5.00155 -5.42891 4.37241  -1.16
18 C 3.64980 -5.12443 4.48407  0.16
19 S 0.60885 -3.14080 5.62219  1.35
20 O 0.54583 -1.76620 5.97206  -0.53
21 O 1.60806 -3.86473 6.33225  -0.76
22 F -0.74261 -3.87988 5.88766  -0.24
23 C 0.22966 -0.78069 1.40709  -1.31
24 O -1.13660 -0.85676 1.73159  -0.61
25 C -1.56649 -0.75040 3.06920  2.42
26 C -3.06746 -1.11818 2.99195  -1.87
27 C -3.67951 -1.69519 4.26492  0.03
28 C -3.10998 -1.21328 5.58615  -1.14
29 Br -3.71074 -3.66774 4.12247  -0.21
30 O -1.52639 0.53922 3.62748  -0.50
31 C -0.41868 0.76105 4.51686  0.23
32 C 0.03770 2.20597 4.62859  -0.01
33 C 0.49594 2.42910 6.10627  -1.51
34 O 1.18900 2.46621 3.81960  -0.41
35 N 0.67601 0.60526 1.59648  1.58
36 C 1.81241 0.98385 0.71956  -1.10
37 C -0.36494 1.49446 1.05867  0.42
38 C -0.93887 1.26011 -0.33813  -1.35
39 O -0.73561 2.44959 1.66073  -0.50
40 H 6.53496 2.93291 4.22255  0.33
41 H 7.04070 2.04247 5.69032  0.34
42 H 8.07482 2.10330 4.21743  0.38
43 H 6.17049 1.00721 2.96443  0.03
44 H 7.06521 -0.05185 4.03500  0.31
45 H 4.38902 1.30761 4.73158  0.16
46 H 5.38169 0.31686 5.83789  0.51
47 H 3.66395 -1.17622 5.00390  0.04
48 H 5.18527 -1.61577 4.15308  0.46
49 H 2.75376 -0.17914 3.07262  -1.22
50 H 4.30741 0.16164 2.38509  0.22
51 H 4.57402 -1.81933 1.40769  0.09
52 H 3.93087 -2.71556 2.73853  -0.78
53 H 2.59030 -1.42083 0.31357  0.64
54 H 2.56297 -3.06469 0.73761  0.54
55 H 0.54058 -2.82095 1.54941  0.55
56 H -0.27522 -3.35591 3.49367  0.46
57 H 0.93894 -4.92264 2.39549  0.53
58 H 0.83522 -5.45348 4.03000  0.76
59 H 2.83244 -5.18787 1.22332  0.43
60 H 5.21752 -5.69879 1.03608  0.36
61 H 7.36996 -6.37307 2.09073  0.38
62 H 7.63502 -5.07100 3.25578  0.29
63 H 7.33520 -6.68483 3.83411  0.37
64 H 5.58889 -5.52460 5.27871  0.40
65 H 3.25017 -5.01177 5.48332  0.51
66 H 0.23603 -0.94512 0.31196  0.26
67 H -1.11255 -1.41669 3.81003  -0.96
68 H -3.58422 -0.17764 2.77103  0.31
69 H -3.21253 -1.75586 2.12192  0.55
70 H -4.73307 -1.42241 4.26506  0.58
71 H -3.83665 -1.43091 6.37232  0.53
72 H -2.98595 -0.13001 5.55750  0.15
73 H -2.17829 -1.68573 5.88829  0.22
74 H 0.44466 0.13183 4.28949  -0.18
75 H -0.74365 0.45337 5.51480  0.66
76 H -0.76244 2.92214 4.43178  0.23
77 H -0.22889 3.00693 6.68109  0.34
78 H 1.44783 2.96120 6.09091  0.39
79 H 0.71373 1.47671 6.59562  0.34
80 H 1.16321 3.40018 3.59675  0.29
81 H 1.68424 2.01187 0.37010  0.66
82 H 1.84559 0.38482 -0.19895  0.45
83 H 2.76398 0.97293 1.24147  -0.29
84 H -0.15430 1.37375 -1.08909  0.28
85 H -1.68171 2.03135 -0.52646  0.45
86 H -1.42396 0.28832 -0.42061  0.23
87 C 3.93491 -4.02434 -5.01119  -1.10
88 C 3.93728 -3.07690 -3.82601  -0.20
89 O 5.22189 -3.01436 -3.21223  -0.24
90 P 6.31220 -1.88428 -3.66179  1.03
91 O 5.56342 -0.60827 -3.75218  -0.77
92 O 7.14468 -1.71370 -2.27804  -0.30
93 C 7.36521 -0.42798 -1.69834  -0.65
94 C 6.37862 -0.18710 -0.57715  -0.74
95 O 7.45136 -2.93146 -4.17782  -0.39
96 C 7.52665 -3.30554 -5.56184  -0.19
97 C 7.31398 -2.14190 -6.50738  -1.17
98 H 4.52128 -3.61219 -5.83703  0.20
99 H 2.91878 -4.18860 -5.37202  0.42
100 H 4.37249 -4.98515 -4.73853  0.26
101 H 3.59463 -2.08540 -4.12898  0.33
102 H 3.24620 -3.44304 -3.06475  0.26
103 H 7.31114 0.35999 -2.44870  0.36
104 H 8.38303 -0.42769 -1.30352  0.40
105 H 5.35011 -0.29120 -0.92631  0.22
106 H 6.50427 0.81062 -0.15220  0.44
107 H 6.52179 -0.92530 0.21429  0.23
108 H 6.81360 -4.11017 -5.76044  0.23
109 H 8.52264 -3.72082 -5.71521  0.33
110 H 6.29030 -1.75633 -6.43727  0.36
111 H 7.48483 -2.44911 -7.53871  0.38
112 H 7.99173 -1.32109 -6.26698  0.36
113 C -3.79489 6.02734 1.92860  -1.05
114 C -3.63836 5.22634 0.64998  -0.10
115 O -4.65070 5.56285 -0.29901  -0.34
116 P -4.39990 6.72328 -1.41532  1.07
117 O -3.04413 6.48295 -1.96407  -0.76
118 O -5.36650 6.19459 -2.61100  -0.36
119 C -4.88023 6.04040 -3.94342  -0.37
120 C -4.55256 4.58860 -4.21976  -0.86
121 O -5.60547 7.70882 -0.92566  -0.38
122 C -5.34453 8.77959 -0.00628  -0.19
123 C -4.05303 9.51531 -0.29677  -1.17
124 H -3.55473 7.08086 1.75753  0.20
125 H -3.12362 5.65186 2.70182  0.34
126 H -4.82094 5.97506 2.29453  0.29
127 H -2.63916 5.36518 0.23373  0.32
128 H -3.75553 4.16464 0.86967  0.25
129 H -4.01829 6.68099 -4.12647  0.33
130 H -5.67693 6.37315 -4.61209  0.37
131 H -3.83678 4.19574 -3.49740  0.27
132 H -4.13770 4.46793 -5.22190  0.39
133 H -5.45299 3.97663 -4.13592  0.11
134 H -5.35573 8.39207 1.01598  0.23
135 H -6.18316 9.47070 -0.09174  0.32
136 H -3.18348 8.86791 -0.13557  0.35
137 H -3.94963 10.38166 0.35599  0.38
138 H -4.02557 9.85056 -1.33495  0.35
139 C -8.47180 2.45682 -6.45297  -0.91
140 C -8.41250 1.31920 -7.46111  -0.32
141 O -7.40546 0.38452 -7.10174  -0.32
142 P -7.65270 -0.90103 -6.13308  1.11
143 O -8.92296 -1.52431 -6.57482  -0.77
144 O -6.53370 -1.93590 -6.69531  -0.35
145 C -6.87218 -3.28011 -7.03583  -0.29
146 C -7.04919 -3.41730 -8.53327  -1.07
147 O -6.56214 -0.37230 -5.03707  -0.40
148 C -6.96851 0.41642 -3.91590  0.05
149 C -8.22836 -0.07908 -3.23794  -1.23
150 H -8.87792 2.10861 -5.49961  0.22
151 H -9.11512 3.25654 -6.82277  0.43
152 H -7.47538 2.85703 -6.26252  0.17
153 H -9.39782 0.85648 -7.55452  0.28
154 H -8.13446 1.69461 -8.44678  0.36
155 H -7.76200 -3.61017 -6.50086  0.33
156 H -6.04341 -3.90848 -6.70309  0.34
157 H -7.79911 -2.71928 -8.90539  0.28
158 H -7.35215 -4.43178 -8.79766  0.37
159 H -6.11483 -3.18632 -9.04715  0.28
160 H -7.06655 1.45768 -4.23302  0.01
161 H -6.14740 0.38004 -3.19939  0.34
162 H -9.09837 0.01921 -3.89776  0.35
163 H -8.42822 0.49502 -2.33375  0.40
164 H -8.13419 -1.13372 -2.97338  0.35

This record from the Open Molecules 2025 dataset describes a 2-piece molecular cluster, C9H15NO2S overall at a distorted geometry. The level of theory is ωB97M-V with the def2-TZVPD basis set.

Results
E_LUMO (alpha / beta)	-1.58 / -1.58	eV
ΔE to the lowest compared entry with this formula, charge and spin	4.651	eV
highest occupied orbital energy (alpha / beta)	-0.256 / -0.256	Ha
orbital gap (alpha / beta)	5.4003 / 5.3996	eV
F_max	4.930	eV/Å

Last column: Mulliken charge in e.
Cartesian coordinates (Å):
1 C -0.70355 2.37375 -0.69296  -0.95
2 C 0.66728 1.98207 -0.65269  -0.50
3 C -1.44091 1.14633 -0.66560  1.33
4 C -0.50801 0.06964 -0.52582  -0.35
5 C -2.90475 0.88887 -0.52972  -1.53
6 C -1.71419 -2.12033 -1.17198  -1.82
7 C -0.92070 -1.56847 1.27509  -1.59
8 C 3.74656 0.74658 1.65581  -0.77
9 C -0.70792 -1.36831 -0.25606  1.06
10 N 0.70146 0.65217 -0.43012  -0.12
11 O 3.47223 0.01969 -1.11512  -0.44
12 O 3.04376 -0.41158 1.27677  -0.17
13 S 2.68563 -0.77950 -0.23479  0.80
14 H -1.09923 3.36404 -0.93957  0.36
15 H 1.70605 2.49143 -0.73609  0.31
16 H -3.11455 -0.06596 -0.87798  0.39
17 H -3.21336 1.00289 0.47537  0.27
18 H -3.45549 1.61247 -1.13997  0.38
19 H -2.55549 -2.59742 -0.70639  0.35
20 H -1.08122 -2.84737 -1.53189  0.56
21 H -2.06241 -1.53285 -2.10165  0.33
22 H -1.83371 -1.28535 1.53894  0.45
23 H -0.14700 -0.91137 1.68120  0.39
24 H -0.85674 -2.64097 1.55008  0.37
25 H 4.34876 0.76220 2.61347  0.30
26 H 3.20522 1.63169 1.90033  0.35
27 H 4.46234 1.16983 0.90203  0.34
28 H 0.27996 -1.78417 -0.56070  -0.11